{"formula": "C5H8NP", "method": "ωB97M-V/def2-TZVPD", "homo_lumo_gap_ev": [6.902, 6.482], "homo_energy_ev": [-7.710, -6.955], "e_tot_ev": -16089.38642, "fmax_ev_per_a": 2.683, "elements": ["P", "N", "C", "C", "C", "C", "C", "H", "H", "H", "H", "H", "H", "H", "H"], "coordinates": [[-3.6171, -0.7799, -1.0591], [-0.8953, 0.3641, -0.2097], [2.6951, -0.4753, 0.0725], [0.1886, 0.0566, 0.3786], [1.2394, -0.5520, -0.4689], [-3.3449, 0.5071, 0.0040], [-2.0215, 0.9469, 0.2265], [3.2990, 0.3079, -0.4791], [0.8988, -1.5665, -0.7889], [0.4335, 0.2606, 1.4215], [1.1115, -0.1812, -1.4991], [-4.2449, 0.9719, 0.5930], [3.3769, -1.3416, -0.1963], [2.7743, -0.2980, 1.1316], [-1.8934, 1.7793, 0.8734]], "atomic_forces_ev_per_a": [[-0.4276, -0.6098, -0.3849], [-0.0899, -1.0161, -0.6173], [1.4372, -0.1883, -2.2577], [-0.3917, 0.6286, -0.8850], [0.7509, -1.1463, -1.1268], [-0.0622, 0.6723, 0.7771], [-1.3974, 0.3281, 1.3022], [-1.0190, -0.2203, 0.8564], [0.4009, 0.0212, 1.1814], [-0.3499, -0.0548, 0.2929], [0.4534, 0.8007, 0.4468], [2.0246, -0.5752, -1.1697], [-1.3290, 0.3942, 0.5508], [-0.1185, 0.0450, 0.3731], [0.1182, 0.9207, 0.6607]]}

{"formula": "C33H30ClN5O2PPt", "method": "ωB97M-V/def2-TZVPD", "multiplicity": 5, "homo_lumo_gap_ev": [6.267, 4.666], "homo_energy_ev": [-14.760, -16.632], "charge": 3, "e_tot_ev": -71283.71712, "s2": 6.052, "fmax_ev_per_a": 1.029, "elements": ["Pt", "Cl", "P", "O", "O", "N", "N", "N", "N", "N", "C", "C", "C", "C", "C", "C", "C", "C", "C", "C", "C", "C", "C", "C", "C", "C", "C", "C", "C", "C", "C", "C", "C", "C", "C", "C", "C", "C", "C", "C", "C", "C", "C", "H", "H", "H", "H", "H", "H", "H", "H", "H", "H", "H", "H", "H", "H", "H", "H", "H", "H", "H", "H", "H", "H", "H", "H", "H", "H", "H", "H", "H", "H"], "coordinates": [[-0.1672, 0.1198, -0.1390], [-2.5773, 0.3402, -0.1624], [-0.4508, 2.8227, 0.2375], [-0.3100, -2.2791, -0.2266], [0.0707, -0.1599, 1.9285], [0.2906, 0.1450, -2.1060], [2.2554, -0.1855, 1.1949], [-1.8261, -2.7985, 1.4007], [-0.9825, -4.4097, -0.0131], [1.7562, -0.0392, 0.0232], [-0.5380, 0.1474, -3.1444], [-1.3333, 2.3269, 2.8771], [1.0525, 2.5557, 2.5340], [3.1646, -0.1589, 3.8558], [-4.9786, 3.4939, -0.3682], [0.8573, -0.3132, 4.6384], [1.2110, 6.5534, 0.4510], [3.5814, -0.1842, 5.1790], [2.1609, 0.0492, -3.6419], [-1.0113, -3.1290, 0.3743], [-0.2481, 2.5722, 2.0268], [-2.2327, 3.0660, -0.0475], [1.1488, 5.8965, -1.8648], [1.2892, 0.0715, -4.6993], [2.6353, -0.2703, 6.2376], [-4.1138, 4.5725, -0.2556], [1.3334, -0.2017, 2.1797], [-0.0895, 0.1050, -4.4529], [1.6686, 0.0561, -2.3124], [0.1752, 2.1127, 4.7378], [1.4714, 6.8290, -0.8860], [2.4844, -0.0609, -1.1927], [-2.7530, 4.3605, -0.0975], [3.9604, -0.2064, -1.1907], [0.5926, 4.6821, -1.5048], [-1.1173, 2.1075, 4.2283], [1.2874, -0.3387, 5.9599], [-4.4845, 2.1983, -0.3327], [-3.1246, 2.0046, -0.1858], [0.6588, 5.3398, 0.8242], [1.8067, -0.2321, 3.5656], [1.2638, 2.3373, 3.8865], [0.3408, 4.3988, -0.1598], [-1.5979, 0.1836, -2.9293], [1.4268, 7.2978, 1.2059], [1.9321, 7.7669, -1.1648], [4.2648, -1.1223, -1.7040], [-2.3436, 2.3214, 2.4888], [1.3440, 6.1162, -2.9056], [-2.3320, -3.4991, 1.9156], [-0.3922, -4.6682, -0.7839], [-1.5342, -5.1250, 0.4272], [1.6565, 0.0503, -5.7162], [-1.7508, -1.8871, 1.8123], [-2.0864, 5.2065, 0.0012], [0.4460, 5.1487, 1.8663], [4.3382, -0.2456, -0.1741], [3.2298, 0.0139, -3.7996], [0.5680, -0.4327, 6.7615], [-4.4975, 5.5830, -0.2895], [0.3536, 3.9474, -2.2661], [-1.9616, 1.9451, 4.8856], [4.6390, -0.1387, 5.4073], [0.3390, 1.9628, 5.7973], [-6.0412, 3.6541, -0.4888], [-0.1970, -0.3729, 4.4017], [3.8778, -0.0794, 3.0502], [-5.1530, 1.3518, -0.4271], [2.2694, 2.3572, 4.2877], [1.8949, 2.7075, 1.8677], [2.9745, -0.2848, 7.2655], [4.4354, 0.6254, -1.7158], [-0.8040, 0.0917, -5.2626]], "atomic_forces_ev_per_a": [[0.2511, 0.3562, 0.0860], [-0.1395, -0.7365, -0.0358], [-0.1576, -0.3147, -0.1104], [0.0350, 0.2152, -0.0004], [-0.1114, -0.0942, -0.1412], [0.0218, -0.0788, 0.1415], [0.5143, -0.0838, 0.2630], [-0.0778, -0.0681, 0.0326], [-0.0351, 0.0553, 0.0790], [-0.9629, 0.1712, 0.3205], [-0.1946, 0.0677, -0.0667], [-0.0639, -0.0322, 0.5841], [-0.2954, 0.3919, -0.1937], [-0.1675, -0.2491, 0.0356], [0.0661, 0.1163, 0.0243], [-0.1582, -0.0229, -0.6523], [0.0416, 0.1326, 0.0068], [-0.3435, -0.0137, 0.2843], [0.0760, 0.0020, 0.0816], [0.0553, -0.0418, -0.1383], [0.5219, 0.3167, -0.0286], [0.2941, -0.1687, 0.1145], [0.0890, 0.0609, -0.0187], [-0.1689, -0.0123, -0.0108], [0.1725, -0.0004, -0.2449], [-0.0287, 0.0051, -0.0263], [-0.1097, -0.1579, -0.4325], [0.1949, -0.0185, -0.0307], [-0.0364, -0.0101, 0.1332], [-0.3674, 0.0671, 0.5800], [-0.0428, -0.1145, 0.0215], [0.4379, 0.0078, -0.5958], [-0.0682, -0.0212, 0.0488], [-0.0341, -0.0486, -0.0197], [-0.0413, -0.2049, 0.0193], [-0.4978, 0.0355, -0.3717], [0.4632, -0.2235, 0.3756], [-0.0167, -0.3566, -0.0607], [-0.0446, 0.8703, -0.0041], [-0.1624, -0.0653, -0.0840], [0.2081, -0.2216, 0.2712], [0.5441, 0.3186, -0.3523], [0.1591, -0.2103, 0.0066], [0.0209, 0.0026, 0.0672], [0.0517, -0.0344, 0.0124], [-0.0586, 0.0313, 0.0001], [-0.0368, -0.0208, 0.0269], [-0.0234, 0.0776, 0.0095], [-0.0072, -0.0186, -0.0024], [-0.0098, -0.0053, -0.0145], [0.0014, 0.0221, -0.0482], [0.0054, -0.0335, 0.0131], [0.0301, 0.0078, 0.0110], [0.0924, 0.0425, -0.0124], [0.0139, 0.0078, -0.0243], [0.0161, -0.0007, 0.0536], [0.0441, 0.0195, 0.0115], [-0.0128, -0.0202, -0.0147], [-0.0334, 0.0363, 0.0162], [-0.0038, -0.0038, 0.0005], [-0.0085, 0.0341, -0.0359], [0.0210, 0.0030, 0.0252], [-0.0335, 0.0111, 0.0371], [-0.0519, 0.3642, -0.0695], [-0.0023, -0.0139, -0.0042], [0.1204, -0.2998, -0.0392], [0.0833, -0.0507, -0.0012], [0.0088, 0.0139, -0.0139], [-0.0924, 0.0633, 0.0099], [0.0208, 0.1223, 0.0731], [0.0632, -0.0341, -0.0466], [-0.0116, 0.0317, 0.0472], [-0.0269, 0.0245, 0.0217]]}

{"formula": "C5H10N2", "method": "ωB97M-V/def2-TZVPD", "homo_lumo_gap_ev": 8.835, "homo_energy_ev": -7.845, "e_tot_ev": -8324.88048, "fmax_ev_per_a": 1.582, "elements": ["N", "N", "C", "C", "C", "C", "C", "H", "H", "H", "H", "H", "H", "H", "H", "H", "H"], "coordinates": [[0.8144, 2.4128, -1.3045], [-0.5127, 0.3839, 0.4210], [1.6985, -0.6229, 0.6014], [0.2905, -0.7263, 0.0861], [-1.9531, 0.3044, 0.3278], [-0.1678, -1.8375, -0.4936], [-0.0070, 1.5857, -1.4383], [-2.2261, 0.0408, -0.6916], [-2.3792, -0.4407, 1.0121], [-0.1818, 0.9152, 1.2171], [-1.1742, -1.9403, -0.8539], [1.7117, -0.5819, 1.6941], [-2.3720, 1.2845, 0.5477], [1.4765, 3.0594, -0.9202], [2.3006, -1.4687, 0.2728], [0.4998, -2.6524, -0.7079], [2.1818, 0.2840, 0.2299]], "atomic_forces_ev_per_a": [[0.3579, 0.3628, 0.2832], [0.3223, -0.9675, 0.8455], [0.0939, 0.1808, -0.2397], [-0.5615, 0.0650, 1.3053], [0.2181, -0.1396, 0.0149], [0.0464, 0.2986, -0.3730], [-0.0862, 0.5835, -1.4678], [-0.0420, 0.0581, -0.0875], [0.0111, 0.0246, -0.0734], [0.0458, -0.2170, -0.1819], [-0.2841, 0.0154, 0.0584], [-0.0187, -0.0245, -0.0323], [-0.0431, 0.0014, 0.0048], [-0.1481, -0.2040, -0.0860], [-0.0903, -0.0106, 0.0586], [0.2038, -0.0684, -0.0415], [-0.0252, 0.0416, 0.0124]]}

{"formula": "C4H7N3O2", "method": "ωB97M-V/def2-TZVPD", "homo_lumo_gap_ev": 9.292, "homo_energy_ev": -9.092, "e_tot_ev": -12820.51103, "smiles": "O/N=C\\N=C1/CCON1", "fmax_ev_per_a": 6.561, "elements": ["O", "O", "N", "N", "N", "C", "C", "C", "C", "H", "H", "H", "H", "H", "H", "H"], "coordinates": [[3.5249, -0.6297, 0.3519], [-2.7508, -0.7014, 0.3503], [2.9837, 0.7131, -0.0954], [-1.5039, -1.1730, -0.2810], [0.7720, -0.4670, -0.4027], [1.7376, 0.6092, -0.2816], [-0.4608, -0.0888, -0.0405], [-2.7619, 0.7196, -0.1423], [-1.2496, 1.0500, 0.3404], [2.9190, -1.4810, 0.4995], [-1.2655, -2.0907, -0.0200], [-2.8327, 0.5899, -1.2087], [-1.1196, 1.2969, 1.3191], [-1.0407, 2.1225, -0.1363], [1.3357, 1.7008, -0.2279], [-3.5431, 1.2580, 0.3543]], "atomic_forces_ev_per_a": [[-0.1023, -0.8395, -0.2420], [0.6808, 0.2728, -0.9603], [-0.3096, -4.4555, 1.4836], [0.4524, 4.5448, 0.2892], [-1.2500, 2.6640, 2.0961], [-2.5001, 2.8122, -0.0026], [1.0202, -5.5021, -2.8462], [3.1810, -3.1917, 2.1035], [-2.0123, 4.5828, -4.2429], [0.7245, 3.3307, -0.9562], [0.1205, -1.1933, 0.8006], [-0.0417, 0.7348, -0.4450], [-0.2709, 0.1897, 3.1483], [0.3940, -2.4014, 0.4436], [0.1989, -1.7536, -0.8313], [-0.2856, 0.2054, 0.1614]]}